Below is a cluster of 3 separate species, C31H58ClN2O10PS in total in a non-equilibrium geometry, with properties calculated with ωB97M-V/def2-TZVPD.

Output
- Frontier orbital gap: 9.2 eV
- Energy: -3277.2911 Ha
- HOMO level: -0.3446 hartree
- Max |F|: 0.1699 Eh/bohr
- SMILES string: [H]/N=C(/C)C[C@]1(NCCCC)OS(=O)(=O)C[C@@H](CCCCCCCCCC)[C@@]1(C#C)P(O)Cl.CCOC(=O)OC.CCOC(=O)OC

Cartesian coordinates (Å):
H (-6.912, -2.079, -2.594)
N (-6.990, -2.618, -1.714)
C (-5.752, -2.751, -1.265)
C (-5.606, -3.642, 0.105)
C (-4.389, -2.213, -1.909)
C (-4.253, -0.632, -2.146)
N (-4.498, 0.228, -0.963)
C (-4.166, -0.369, 0.356)
C (-3.752, 0.857, 1.368)
C (-3.405, 0.343, 2.867)
C (-2.232, -0.797, 2.905)
O (-5.309, -0.200, -3.111)
S (-5.099, -0.822, -4.638)
O (-5.730, -2.206, -4.859)
O (-5.843, 0.103, -5.616)
C (-3.355, -0.923, -5.247)
C (-2.339, -1.228, -4.014)
C (-0.843, -0.906, -4.581)
C (0.142, -2.220, -4.543)
C (0.323, -2.862, -3.077)
C (1.573, -2.301, -2.219)
C (2.320, -1.012, -2.834)
C (2.981, -0.208, -1.556)
C (4.522, 0.207, -1.881)
C (4.994, 1.340, -0.817)
C (6.562, 1.145, -0.452)
C (6.784, 0.536, 1.047)
C (-2.792, -0.232, -2.794)
C (-1.579, -0.370, -1.707)
C (-0.823, -0.375, -0.616)
P (-2.678, 1.531, -3.495)
O (-4.055, 2.496, -3.168)
Cl (-1.117, 2.505, -2.380)
H (-6.498, -4.394, 0.095)
H (-5.606, -3.006, 1.058)
H (-4.659, -4.298, -0.029)
H (-4.217, -2.861, -2.866)
H (-3.508, -2.525, -1.207)
H (-4.008, 1.135, -0.999)
H (-5.104, -0.871, 0.795)
H (-3.269, -1.088, 0.379)
H (-4.642, 1.594, 1.421)
H (-2.848, 1.457, 0.933)
H (-2.970, 1.246, 3.456)
H (-4.354, 0.019, 3.459)
H (-1.799, -0.791, 3.978)
H (-1.384, -0.466, 2.190)
H (-2.682, -1.822, 2.629)
H (-3.028, 0.003, -5.877)
H (-3.265, -1.823, -5.984)
H (-2.310, -2.340, -3.707)
H (-0.942, -0.667, -5.722)
H (-0.350, 0.019, -4.115)
H (1.129, -2.015, -5.108)
H (-0.418, -3.022, -5.185)
H (-0.653, -2.849, -2.436)
H (0.534, -3.999, -3.248)
H (1.260, -2.128, -1.109)
H (2.376, -3.149, -2.165)
H (1.639, -0.246, -3.352)
H (3.181, -1.281, -3.575)
H (2.404, 0.803, -1.440)
H (2.849, -0.771, -0.563)
H (4.534, 0.682, -2.934)
H (5.136, -0.772, -1.826)
H (4.366, 1.244, 0.161)
H (4.772, 2.401, -1.224)
H (7.090, 0.484, -1.254)
H (7.067, 2.179, -0.493)
H (6.751, -0.611, 0.958)
H (5.898, 0.882, 1.712)
H (7.787, 0.927, 1.476)
H (0.012, -0.281, 0.182)
H (-4.690, 2.287, -3.915)
C (1.784, -2.636, 9.121)
C (0.406, -3.064, 8.654)
O (0.048, -2.400, 7.435)
C (0.613, -2.893, 6.317)
O (1.372, -3.833, 6.256)
O (0.204, -2.140, 5.277)
C (0.808, -2.497, 4.035)
H (1.844, -1.547, 9.195)
H (2.015, -3.072, 10.095)
H (2.557, -2.949, 8.414)
H (-0.337, -2.772, 9.400)
H (0.337, -4.150, 8.538)
H (0.683, -3.562, 3.823)
H (1.866, -2.226, 4.045)
H (0.312, -1.930, 3.245)
C (4.925, 7.335, 1.956)
C (5.336, 6.394, 0.839)
O (4.349, 5.374, 0.639)
C (3.252, 5.753, -0.044)
O (3.039, 6.853, -0.498)
O (2.418, 4.697, -0.111)
C (1.166, 4.988, -0.730)
H (4.699, 6.775, 2.868)
H (5.719, 8.054, 2.168)
H (4.021, 7.891, 1.693)
H (6.262, 5.884, 1.118)
H (5.531, 6.932, -0.093)
H (1.305, 5.444, -1.713)
H (0.574, 5.640, -0.082)
H (0.627, 4.048, -0.860)